8
Properties=species:S:1:pos:R:3:lowdin_charge:R:1 method="wB97M-V/def2-TZVPD" molar_mass_da=104.110 multiplicity=1 lumo_energy_ev=3.83 total_charge=-1 homo_ev=-3.4 homo_lumo_gap_ev=7.218
C 0.111 -0.672 0.006 -0.831
C 1.128 0.942 -0.009 -0.683
N -1.170 -0.324 -0.024 -0.004
O 0.319 1.841 -0.105 -0.046
O 2.309 0.776 0.088 -0.003
S 0.589 -2.246 0.066 0.422
H -1.353 0.673 -0.048 0.071
H -1.932 -0.989 0.025 0.074